Computed, not measured: a gas-phase ion, C6H7N4O (charge +1) at a distorted geometry, with ωB97M-V with the def2-TZVPD basis set.

For the electronic energy, the calculation gives -526.741643 a.u. The orbital gap (spin up / spin down) is 8.039 / 8.040 eV. The multiplicity is 1. The net charge is +1. Its structure (SMILES) is OC/C1=C\N=C/N=C=[N+]=CN1.

Cartesian coordinates (Å):
O1 -3.008189 0.130882 -0.282259
C1 -1.993948 -0.838267 -0.212592
C2 -0.769278 -0.177085 0.328212
C3 0.524306 -0.673012 0.559087
N1 1.305255 -1.670925 0.117927
C4 2.545690 -1.456273 -0.146643
N2 3.129396 -0.183628 -0.234270
C5 2.332303 0.753061 -0.150443
N3 1.557827 1.711280 -0.224177
C6 0.302933 2.012742 0.047403
N4 -0.729359 1.205624 0.361643
H1 -3.831503 -0.274721 -0.580664
H2 -2.264484 -1.677947 0.440503
H3 -1.758395 -1.248171 -1.210516
H4 1.055247 -0.022485 1.268475
H5 3.197087 -2.285147 -0.378849
H6 0.068060 3.063867 -0.056673
H7 -1.662946 1.630206 0.353829

Force components x, y, z for each atom (eV/Å):
O -0.11 0.20 0.06
C 0.01 -0.59 -0.39
C 2.81 -0.88 -0.24
C -0.44 1.14 0.53
N -0.39 -1.08 -0.25
C -0.45 -0.65 -0.03
N -1.45 1.21 0.58
C -0.25 -0.05 -0.52
N 0.73 -0.45 -0.15
C -0.54 0.42 0.33
N -0.06 0.30 -0.13
H 0.10 0.10 0.06
H 0.05 0.14 -0.07
H -0.05 0.03 0.23
H -0.16 -0.01 -0.08
H 0.11 0.05 0.01
H -0.23 -0.05 0.11
H 0.32 0.16 -0.04



Computed, not measured: a molecular structure, C40H32ClN9OPS2TeTi, with ωB97M-V with the def2-TZVPD basis set.

For the electronic energy, the calculation gives -4827.110670 a.u. The orbital gap (spin up / spin down) is 4.870 / 5.154 eV. The multiplicity is 3. The net charge is -1.

Cartesian coordinates (Å):
Ti1 0.543301 0.250691 0.325321
Cl1 6.604317 2.864311 2.862728
C1 5.309414 1.842151 2.267600
C2 5.582473 0.934626 1.250625
C3 4.551965 0.143654 0.767791
C4 3.262470 0.259409 1.276799
O1 2.272128 -0.484364 0.775057
C5 3.002466 1.147777 2.353256
C6 1.729304 1.167456 2.998731
N1 0.713270 0.453757 2.527853
C7 -0.473223 0.293605 3.156329
C8 -0.839856 0.766315 4.421460
C9 -2.092855 0.448294 4.952382
C10 -2.994066 -0.346021 4.284132
C11 -2.656509 -0.858609 3.005633
C12 -3.496385 -1.696436 2.254177
C13 -3.087489 -2.170058 1.030442
C14 -1.846040 -1.778822 0.542304
N2 -1.036725 -0.958273 1.201327
C15 -1.408911 -0.510713 2.435035
C16 4.057020 1.951839 2.823059
H1 6.580225 0.862524 0.840893
H2 4.727690 -0.573166 -0.023987
H3 1.613876 1.784933 3.885864
H4 -0.154987 1.376776 4.992003
H5 -2.355816 0.837826 5.929344
H6 -3.957244 -0.589652 4.714073
H7 -4.468596 -1.963435 2.653147
H8 -3.711932 -2.806230 0.419798
H9 -1.509213 -2.108779 -0.427542
H10 3.877990 2.652834 3.628434
N3 2.599487 -0.670865 -2.128062
P1 1.421930 -1.691291 -1.477101
C17 0.774065 -2.561672 -2.948711
C18 -0.326031 -3.400914 -2.812541
C19 -0.826300 -4.096188 -3.902271
C20 -0.225202 -3.962925 -5.144496
C21 0.869002 -3.121990 -5.293962
C22 1.361279 -2.420051 -4.203953
C23 2.393562 -3.044751 -0.727184
C24 2.055766 -3.488762 0.546254
C25 2.767098 -4.520119 1.143281
C26 3.831136 -5.108173 0.475656
C27 4.174300 -4.672464 -0.797563
C28 3.451696 -3.652822 -1.397491
C29 2.608746 0.718919 -1.916113
C30 3.628682 1.465926 -2.428211
C31 3.614464 2.876923 -2.146761
C32 2.557913 3.460894 -1.573668
C33 1.338771 2.657388 -1.223315
N4 1.557272 1.208044 -1.219113
H11 3.512197 -1.051245 -2.326519
H12 -0.816736 -3.513101 -1.853294
H13 -1.702927 -4.718559 -3.780595
H14 -0.620308 -4.498389 -5.998798
H15 1.332147 -2.999553 -6.265290
H16 2.184854 -1.729395 -4.333486
H17 1.251176 -3.004991 1.087447
H18 2.498604 -4.851976 2.138098
H19 4.393893 -5.904555 0.946371
H20 4.999930 -5.132256 -1.326313
H21 3.705933 -3.349367 -2.408244
H22 4.422736 1.002401 -2.996442
H23 4.471750 3.479840 -2.425980
H24 2.531075 4.529556 -1.402850
H25 0.513387 2.903676 -1.925824
N5 0.877495 6.451408 0.844408
C34 0.454829 5.236532 0.332217
N6 -0.560743 5.323442 -0.596276
N7 0.983714 4.151962 0.745753
C35 0.688111 2.947967 0.136041
N8 -0.045886 2.022648 0.605560
H26 0.798402 7.231922 0.212819
H27 1.778299 6.383757 1.291727
H28 -1.141804 6.143745 -0.534914
H29 -1.102219 4.475776 -0.719991
S1 -1.342799 0.566537 -1.814958
C36 -2.338623 -0.720876 -2.228638
N9 -3.032877 -1.610517 -2.500949
Te1 -3.076841 2.298774 0.342400
C37 -5.118029 2.209031 -0.062271
C38 -6.054706 1.456466 0.603373
C39 -7.369883 1.622798 0.099527
C40 -7.419221 2.494915 -0.949737
S2 -5.869433 3.110749 -1.313547
H30 -5.791531 0.802109 1.422562
H31 -8.238464 1.112924 0.492246
H32 -8.286030 2.785191 -1.521866

Force components x, y, z for each atom (eV/Å):
Ti 0.43 -0.31 0.06
Cl -0.01 -0.01 0.00
C -0.01 0.02 0.02
C 0.02 -0.02 -0.01
C -0.01 0.05 0.02
C -0.09 -0.05 0.06
O -0.14 0.15 -0.29
C -0.04 0.00 0.12
C 0.11 -0.02 0.00
N -0.22 -0.04 -0.31
C 0.09 0.01 0.09
C -0.04 -0.02 -0.05
C 0.01 0.02 0.03
C -0.01 -0.03 -0.04
C 0.02 0.09 0.05
C -0.02 -0.04 -0.05
C -0.02 0.01 0.05
C 0.08 0.01 -0.02
N -0.15 0.05 0.09
C -0.11 -0.12 0.06
C 0.05 -0.02 -0.03
H 0.00 0.00 0.00
H 0.00 0.02 -0.02
H 0.00 0.00 -0.01
H 0.00 0.00 0.01
H 0.00 0.00 0.00
H 0.00 0.00 0.00
H 0.00 0.00 0.01
H 0.00 0.00 0.00
H -0.02 0.01 0.01
H 0.00 0.00 0.00
N 0.13 -0.10 0.17
P -0.17 0.27 0.07
C 0.05 0.04 -0.07
C -0.01 -0.10 0.03
C 0.01 0.02 0.02
C 0.01 0.00 -0.01
C -0.02 -0.01 0.00
C -0.05 0.08 -0.01
C 0.01 -0.02 0.01
C 0.01 0.01 0.07
C 0.02 0.00 -0.01
C -0.01 0.00 0.00
C 0.01 0.00 0.00
C -0.03 -0.05 -0.05
C -0.21 -0.06 -0.20
C 0.00 0.00 0.01
C -0.02 0.02 -0.08
C 0.03 0.05 0.08
C 0.10 -0.11 -0.02
N 0.17 0.05 0.43
H -0.01 0.00 -0.07
H 0.03 0.01 0.00
H 0.00 -0.01 -0.01
H 0.00 0.00 0.00
H 0.00 0.00 0.00
H 0.01 -0.01 0.02
H 0.00 0.01 -0.02
H 0.00 0.00 0.00
H 0.00 0.00 0.00
H 0.00 0.00 0.00
H -0.01 0.01 0.00
H -0.01 0.00 -0.02
H 0.01 -0.01 0.01
H 0.01 -0.02 0.09
H 0.07 0.03 -0.10
N -0.03 0.03 0.04
C -0.14 -0.10 0.19
N 0.08 -0.01 -0.07
N -0.36 0.23 -0.31
C 0.30 -0.07 -0.39
N 0.14 0.02 0.16
H 0.03 0.00 -0.01
H 0.00 0.00 0.01
H -0.01 0.00 0.03
H -0.03 0.02 0.02
S -0.03 -0.16 -0.02
C 0.01 0.21 0.11
N 0.00 -0.03 0.00
Te 0.07 0.01 0.11
C -0.02 -0.06 0.04
C 0.00 0.01 -0.07
C 0.00 0.00 0.00
C -0.04 -0.04 0.03
S -0.01 0.07 -0.06
H 0.01 0.00 0.01
H 0.00 0.00 -0.01
H 0.01 0.01 -0.01



Computed, not measured: a single C4H9NS2 molecule at a distorted geometry, with ωB97M-V with the def2-TZVPD basis set.

For the electronic energy, the calculation gives -1008.803057 a.u. The orbital gap is 8.430 eV. The multiplicity is 1. Its structure (SMILES) is CS/N=C(/C)SC.

Cartesian coordinates (Å):
C1 1.387820 -1.166202 2.578314
S1 1.152067 -0.728173 0.852224
N1 -0.348859 -0.271075 0.502423
C2 -0.957824 -0.391342 -0.686012
C3 -2.340077 0.243058 -0.832164
S2 -0.083528 -0.592537 -2.211007
C4 0.859362 0.970978 -1.653276
H1 0.818067 -0.383054 3.021555
H2 0.928348 -2.109736 3.136611
H3 2.646985 -0.880320 2.660909
H4 -2.033122 1.355806 -1.074342
H5 -2.858123 -0.215893 -1.623849
H6 -2.781191 0.074474 0.181736
H7 1.655205 1.230400 -2.481742
H8 1.683126 0.920671 -0.928584
H9 0.271745 1.942945 -1.442797

Force components x, y, z for each atom (eV/Å):
C 1.28 0.25 1.17
S 2.50 -1.49 -1.60
N -3.92 -1.04 -1.79
C 1.11 1.06 3.21
C 2.48 1.22 2.01
S 1.49 1.95 1.17
C 2.48 1.84 -2.89
H 0.07 0.95 1.12
H 1.56 1.35 -1.89
H -3.94 -1.32 0.18
H -1.31 -1.97 0.51
H -0.86 -0.32 -0.94
H -0.20 0.75 -1.04
H -2.08 -0.32 0.57
H -1.07 -0.94 0.71
H 0.41 -1.99 -0.50